[1]
DFT (ωB97M-V/def2-TZVPD) results for C3H10N6 in the gas phase at a distorted geometry.

The geometry in ORCA input format:
```
! RIJCOSX wB97M-V def2-TZVPD def2/J DEFGRID3
* xyz 0 1
C -2.02 0.86 0.61
N -0.94 1.09 -0.33
C 0.84 1.22 0.57
N 1.14 2.03 1.36
H -1.24 1.65 -1.12
H -2.25 1.78 1.14
H -1.72 0.12 1.35
H -2.93 0.48 0.13
C 1.03 -0.13 -0.07
N -0.85 -1.37 -0.91
N 1.04 -1.17 0.94
N 2.22 -0.24 -0.87
N -0.18 -0.19 -0.96
H -0.93 -1.82 -1.80
H -0.67 -1.94 -0.08
H 0.78 -0.81 1.85
H 1.96 -1.60 1.00
H 2.67 0.66 -1.03
H 2.03 -0.62 -1.79
*
```

For the LUMO energy, the calculation gives 0.962 eV. The value obtained for the HOMO energy is -8.58 eV.

Löwdin atomic charge list, values in e, 4 entries: number 1, C, carries -0.11; number 2, N, carries -0.08; number 3, C, carries -0.29; number 4, N, carries 0.13

[2]
DFT (ωB97M-V/def2-TZVPD) results for 3 unconnected molecules or ions with the total composition C18H43N at a distorted geometry.

The geometry in ORCA input format:
```
! RIJCOSX wB97M-V def2-TZVPD def2/J DEFGRID3
* xyz 0 1
C 2.99 103.53 88.08
C 3.47 102.07 87.66
N 3.04 101.73 86.25
C 3.90 100.75 85.55
C 3.79 99.26 86.21
C 1.61 101.74 86.00
C 1.19 101.46 84.61
H 1.86 103.60 88.11
H 3.29 104.48 87.32
H 3.28 103.86 88.97
H 2.88 101.38 88.29
H 4.53 101.92 87.87
H 4.92 101.14 85.66
H 3.70 100.71 84.71
H 2.64 99.02 86.41
H 4.32 99.18 87.08
H 4.32 98.43 85.69
H 1.14 102.64 86.36
H 1.27 101.01 86.60
H 1.67 100.62 84.25
H 1.51 102.13 83.69
H 0.12 101.55 84.46
C 5.52 108.08 83.20
C 5.89 108.47 84.66
C 4.68 109.23 85.43
C 5.05 109.77 86.80
C 5.40 108.49 87.73
C 5.23 109.03 89.25
H 5.34 108.82 82.61
H 4.82 107.32 83.01
H 6.55 107.81 82.93
H 6.79 109.08 84.46
H 6.14 107.52 85.25
H 3.83 108.46 85.46
H 4.41 110.34 84.89
H 4.36 110.35 87.25
H 5.94 110.66 86.81
H 6.37 108.15 87.82
H 4.63 107.67 87.61
H 4.24 109.51 89.62
H 6.12 109.72 89.35
H 5.41 108.17 90.00
C -0.57 104.75 84.42
C -1.28 104.88 85.80
C -0.30 105.29 86.86
C 0.14 106.81 86.82
C 0.90 107.21 88.15
C 1.29 108.66 88.07
H -0.30 105.90 84.19
H -1.20 104.27 83.54
H 0.30 104.16 84.62
H -2.08 104.10 85.96
H -2.12 105.57 85.56
H 0.37 104.48 86.84
H -0.79 105.17 87.83
H -0.70 107.48 86.84
H 0.88 107.07 85.90
H 1.60 106.54 88.27
H 0.19 107.13 88.97
H 0.52 109.26 88.04
H 2.16 108.67 87.24
H 1.97 108.97 88.92
*
```

For the LUMO energy, the calculation gives 0.849 eV. The value obtained for the HOMO energy is -7.80 eV.

Löwdin atomic charge list, values in e, 4 entries: number 1, C, carries -0.08; number 2, C, carries -0.18; number 3, N, carries -0.18; number 4, C, carries -0.17

[3]
DFT (ωB97M-V/def2-TZVPD) results for 2 unconnected molecules or ions with the total composition C7H12ClNO2 at a distorted geometry.

The geometry in ORCA input format:
```
! RIJCOSX wB97M-V def2-TZVPD def2/J DEFGRID3
* xyz 0 1
C -2.79 -0.07 3.12
C 0.33 1.52 0.34
C 0.79 0.30 0.10
C -0.30 2.54 -0.60
C 0.59 -0.49 -1.16
C 1.22 -0.54 1.34
C -2.20 -2.40 0.89
N -2.12 -0.99 2.75
O -3.23 0.97 3.39
O -2.39 -2.24 2.25
Cl -3.55 -1.53 -0.02
H 0.44 1.97 1.35
H -0.99 3.17 -0.04
H -0.82 1.92 -1.33
H 0.52 3.23 -0.98
H 1.27 0.01 -1.84
H -0.36 -0.49 -1.71
H 0.89 -1.48 -1.03
H 2.27 -0.82 1.42
H 0.88 -1.58 1.17
H 0.61 -0.15 2.09
H -2.48 -3.47 0.75
H -1.26 -2.05 0.44
*
```

For the LUMO energy, the calculation gives 0.544 eV. The value obtained for the HOMO energy is -8.93 eV.

Löwdin atomic charge list, values in e, 4 entries: number 1, C, carries -0.30; number 2, C, carries -0.16; number 3, C, carries -0.33; number 4, C, carries -0.09

[4]
DFT (ωB97M-V/def2-TZVPD) results for a molecular structure, C37H44CrN2O2PSi.

The geometry in ORCA input format:
```
! RIJCOSX wB97M-V def2-TZVPD def2/J DEFGRID3
* xyz 0 2
Cr 0.45 -0.50 0.21
C -5.28 -4.18 0.93
C -4.62 -3.33 1.80
C -3.51 -2.62 1.36
C -3.05 -2.75 0.06
C -3.75 -3.59 -0.82
C -4.85 -4.31 -0.39
P -1.60 -1.80 -0.51
C -2.34 -0.85 -1.89
C -1.54 -0.45 -2.96
C -2.04 0.39 -3.94
C -3.35 0.84 -3.87
C -4.16 0.45 -2.81
C -3.65 -0.38 -1.82
C -0.37 -2.87 -1.24
C -0.47 -4.04 -1.98
C 0.69 -4.63 -2.44
C 1.92 -4.03 -2.16
C 2.00 -2.85 -1.43
C 0.84 -2.23 -0.93
H -6.15 -4.74 1.26
H -4.97 -3.22 2.82
H -3.01 -1.94 2.04
H -3.43 -3.67 -1.85
H -5.38 -4.96 -1.07
H -0.52 -0.81 -3.02
H -1.41 0.69 -4.77
H -3.75 1.48 -4.65
H -5.18 0.79 -2.76
H -4.29 -0.68 -1.00
H -1.43 -4.50 -2.19
H 0.65 -5.54 -3.01
H 2.83 -4.49 -2.52
H 2.97 -2.41 -1.23
C 1.66 -2.07 2.43
N 0.69 -0.96 2.32
C -0.55 -1.39 2.99
C 1.22 0.26 3.01
C 1.34 1.46 2.10
C 1.61 2.71 2.64
C 1.80 3.81 1.82
C 1.70 3.65 0.44
C 1.42 2.40 -0.10
C 1.24 1.28 0.71
H 1.79 -2.36 3.48
H 2.62 -1.77 2.01
H 1.29 -2.92 1.86
H -0.37 -1.58 4.05
H -0.88 -2.32 2.52
H -1.31 -0.62 2.88
H 2.20 0.02 3.42
H 0.57 0.50 3.85
H 1.68 2.83 3.71
H 2.02 4.78 2.24
H 1.86 4.50 -0.22
H 1.39 2.29 -1.18
C 5.51 2.01 0.45
Si 5.33 0.25 -0.17
C 6.03 0.14 -1.92
C 6.30 -0.91 0.95
C 3.58 -0.22 -0.17
C 2.37 -0.37 -0.02
H 6.55 2.34 0.45
H 5.13 2.10 1.47
H 4.94 2.70 -0.18
H 7.08 0.42 -1.95
H 5.48 0.80 -2.59
H 5.94 -0.88 -2.31
H 7.36 -0.64 0.99
H 6.22 -1.94 0.61
H 5.91 -0.86 1.97
O -2.49 1.18 2.27
C -2.19 1.58 1.17
O -1.31 0.96 0.38
C -2.75 2.82 0.50
N -2.29 2.88 -0.89
C -1.76 4.23 -1.17
C -2.22 5.10 0.01
C -2.21 4.10 1.17
H -3.84 2.77 0.58
H -3.02 2.61 -1.54
H -1.33 1.53 -0.46
H -2.12 4.59 -2.14
H -0.67 4.19 -1.20
H -3.23 5.47 -0.16
H -1.56 5.95 0.18
H -2.82 4.40 2.01
H -1.19 3.93 1.51
*
```

For the LUMO energy (spin up / spin down), the calculation gives 0.433 / 0.445 eV. The value obtained for the HOMO energy (spin up / spin down) is -7.00 / -6.83 eV.

Löwdin atomic charge list, values in e, 4 entries: number 1, Cr, carries 0.51; number 2, C, carries -0.08; number 3, C, carries -0.08; number 4, C, carries -0.09

[5]
DFT (ωB97M-V/def2-TZVPD) results for C2H2N2OS in the gas phase at a distorted geometry.

The geometry in ORCA input format:
```
! RIJCOSX wB97M-V def2-TZVPD def2/J DEFGRID3
* xyz 0 1
C -0.30 0.11 0.28
C -0.25 -0.33 -1.01
H -0.66 0.15 2.35
H -1.00 -0.66 -1.75
N 1.79 0.25 -0.43
N 1.00 0.40 0.60
O 0.99 -0.27 -1.48
S -1.58 0.36 1.44
*
```

For the LUMO energy, the calculation gives 0.479 eV. The value obtained for the HOMO energy is -9.35 eV.

Löwdin atomic charge list, values in e, 4 entries: number 1, C, carries -0.72; number 2, C, carries -0.14; number 3, H, carries -0.13; number 4, H, carries 0.14

[6]
DFT (ωB97M-V/def2-TZVPD) results for C3H3N3O2 in the gas phase at a distorted geometry.

The geometry in ORCA input format:
```
! RIJCOSX wB97M-V def2-TZVPD def2/J DEFGRID3
* xyz 0 1
C 0.24 -0.08 -1.67
C -0.14 0.22 -0.37
C -0.54 -0.81 0.63
H 1.07 0.49 -3.35
H 0.03 -1.09 -1.94
H -0.31 -0.70 2.85
N 0.34 1.30 0.38
N 0.28 1.03 1.60
N -0.42 -0.18 1.84
O 0.93 0.78 -2.46
O -0.89 -1.99 0.48
*
```

For the LUMO energy, the calculation gives -0.450 eV. The value obtained for the HOMO energy is -9.35 eV.

Löwdin atomic charge list, values in e, 4 entries: number 1, C, carries -0.04; number 2, C, carries -0.17; number 3, C, carries -0.46; number 4, H, carries 0.10

We obtain relative energy (zero: lowest compared OMol25 entry of this formula, charge and spin) values of 166.48, 72.95, 99.57, 0.00, 201.70, 342.73 kJ/mol for the records listed above, in that order.